Below is C47H57CsGeN7 as an isolated structure, with properties calculated with ωB97M-V/def2-TZVPD.

Last column: Mulliken spin population.
Atoms and positions in Å:
Cs1 1.52 -0.65 -0.33  -0.0501
C1 -0.50 -2.06 4.86  0.0000
N1 0.01 -0.72 4.72  -0.0001
C2 0.50 -0.13 5.96  0.0000
C3 0.39 -0.21 3.50  -0.0004
N2 0.70 -0.91 2.45  -0.0036
C4 1.30 -2.16 2.57  0.0062
C5 2.37 -2.28 3.45  -0.0027
C6 3.07 -3.48 3.64  0.0004
C7 2.71 -4.58 2.92  -0.0005
C8 1.67 -4.51 1.97  0.0000
C9 1.37 -5.69 1.24  -0.0002
C10 0.39 -5.67 0.29  0.0001
C11 -0.30 -4.48 0.03  -0.0002
C12 -0.08 -3.30 0.73  -0.0012
N3 -0.75 -2.16 0.30  0.0055
C13 -2.00 -2.25 -0.06  -0.0024
N4 -2.48 -1.51 -1.09  -0.0001
C14 -3.86 -1.03 -1.14  0.0001
C15 -1.61 -0.95 -2.12  0.0005
N5 -2.93 -3.04 0.58  0.0000
C16 -3.85 -3.88 -0.16  0.0000
C17 -2.74 -3.38 1.97  0.0003
C18 0.94 -3.29 1.75  0.0015
N6 0.42 1.15 3.43  0.0001
C19 -0.58 1.99 4.08  0.0000
C20 1.14 1.80 2.35  0.0006
H1 -1.33 -2.06 5.57  0.0000
H2 0.26 -2.76 5.22  0.0000
H3 -0.86 -2.42 3.90  0.0000
H4 1.18 -0.83 6.46  0.0000
H5 -0.33 0.08 6.64  0.0000
H6 1.03 0.79 5.76  0.0000
H7 2.65 -1.39 4.01  -0.0002
H8 3.88 -3.52 4.36  0.0001
H9 3.23 -5.52 3.05  0.0000
H10 1.94 -6.58 1.45  0.0000
H11 0.16 -6.56 -0.29  0.0000
H12 -1.03 -4.46 -0.77  0.0001
H13 -4.36 -1.24 -0.21  0.0000
H14 -4.41 -1.48 -1.97  0.0000
H15 -3.85 0.05 -1.29  -0.0001
H16 -0.58 -1.28 -1.99  0.0008
H17 -1.62 0.14 -2.09  -0.0011
H18 -1.97 -1.27 -3.10  -0.0002
H19 -3.81 -3.65 -1.22  0.0000
H20 -4.88 -3.73 0.19  0.0000
H21 -3.59 -4.93 -0.02  0.0000
H22 -2.17 -2.60 2.45  -0.0004
H23 -2.22 -4.33 2.11  0.0000
H24 -3.72 -3.45 2.45  0.0000
H25 -1.31 1.37 4.59  0.0000
H26 -1.10 2.58 3.33  0.0000
H27 -0.12 2.67 4.80  0.0000
H28 0.52 1.92 1.46  -0.0003
H29 2.04 1.26 2.08  0.0004
H30 1.44 2.80 2.68  0.0001
C21 1.10 -0.13 -4.22  0.0023
N7 2.24 -0.72 -3.53  -0.0314
C22 2.46 -2.10 -3.95  0.0108
C23 3.43 0.09 -3.79  0.0865
C24 4.59 -0.29 -2.91  0.2756
C25 5.87 -0.57 -3.37  0.0649
C26 6.88 -0.90 -2.47  -0.0475
C27 6.64 -0.97 -1.10  0.0502
C28 5.37 -0.69 -0.61  0.0077
C29 4.43 -0.36 -1.55  0.5770
H31 1.28 0.00 -5.30  0.0008
H32 0.86 0.84 -3.78  0.0014
H33 0.23 -0.78 -4.11  0.0010
H34 2.68 -2.17 -5.03  0.0007
H35 1.57 -2.69 -3.75  0.0001
H36 3.30 -2.53 -3.40  -0.0006
H37 3.16 1.13 -3.60  -0.0073
H38 3.73 0.02 -4.85  -0.0016
H39 6.09 -0.54 -4.43  0.0096
H40 7.87 -1.12 -2.84  -0.0017
H41 7.45 -1.23 -0.43  0.0099
H42 5.14 -0.73 0.45  0.0204
C30 0.42 7.40 -0.71  -0.0001
C31 -0.61 6.94 -1.53  0.0001
C32 -0.83 5.57 -1.68  -0.0002
C33 -0.03 4.63 -1.02  0.0012
C34 1.00 5.11 -0.21  0.0009
C35 1.22 6.48 -0.05  0.0000
Ge1 -0.31 2.63 -1.14  0.0197
C36 -1.62 2.67 -2.70  -0.0006
C37 -3.00 2.51 -2.58  0.0002
C38 -3.83 2.49 -3.70  0.0001
C39 -3.29 2.64 -4.97  0.0000
C40 -1.92 2.82 -5.11  0.0001
C41 -1.10 2.83 -3.99  -0.0006
C42 -1.71 2.42 0.33  -0.0026
C43 -1.96 1.14 0.85  -0.0085
C44 -2.97 0.91 1.77  0.0008
C45 -3.77 1.96 2.21  -0.0001
C46 -3.52 3.24 1.73  0.0001
C47 -2.51 3.47 0.80  0.0005
H43 0.59 8.46 -0.60  0.0000
H44 -1.24 7.65 -2.06  0.0000
H45 -1.63 5.23 -2.32  0.0001
H46 1.64 4.41 0.31  0.0002
H47 2.03 6.83 0.59  0.0000
H48 -3.44 2.42 -1.60  -0.0001
H49 -4.90 2.36 -3.58  0.0000
H50 -3.93 2.63 -5.85  0.0000
H51 -1.49 2.95 -6.10  0.0000
H52 -0.03 2.97 -4.12  -0.0002
H53 -1.34 0.30 0.55  0.0069
H54 -3.14 -0.10 2.15  0.0000
H55 -4.56 1.78 2.92  0.0000
H56 -4.13 4.07 2.07  0.0000
H57 -2.34 4.47 0.43  0.0001

Values from the calculation:
HOMO-LUMO gap (alpha / beta)	6.140 / 5.458	eV
spin multiplicity	2
total charge	0
max |F|	1.0	eV Å⁻¹
relative energy (zero: lowest compared OMol25 entry of this formula, charge and spin)	0.00	kJ/mol